Entry 1:
Molecular formula: C26H34AsCl2N3O3PbSSi
Method: DFT, ωB97M-V/def2-TZVPD

```
72
Properties=species:S:1:pos:R:3:forces:R:3:mulliken_charge:R:1
H 2.4059 1.8543 1.6826 -0.002 -0.003 -0.006 0.190
Pb -0.9970 1.2914 1.3316 -0.284 0.109 0.025 0.811
C -0.2012 -0.6571 3.0770 -0.062 -0.018 -0.020 1.034
H 0.3478 2.1640 -4.2777 0.014 0.008 0.023 0.409
C 5.3499 3.8672 -3.0575 -0.010 0.013 0.000 -0.478
H -4.6394 -2.6775 -1.3631 -0.001 -0.001 -0.004 0.581
H 3.7937 -0.4345 -3.9549 -0.012 0.004 -0.029 0.486
H -2.6282 -3.3818 3.2163 0.016 0.006 -0.019 0.336
C -2.4360 -0.9745 -0.6874 0.099 0.018 0.085 0.024
H 2.4310 -1.2461 -4.7733 0.045 -0.031 -0.011 0.444
C 1.1858 1.5205 -4.5376 -0.180 0.068 0.070 -1.181
H -2.2479 -5.2673 -3.8294 -0.005 0.001 -0.002 0.449
H -4.7171 4.1213 2.3893 0.006 -0.009 0.009 0.316
C -3.8075 4.1848 1.8051 -0.008 -0.002 0.010 -0.345
Cl -2.4332 3.8986 2.8989 -0.013 -0.032 0.018 -0.124
H 4.9428 0.6969 -1.9441 -0.007 0.010 0.026 0.542
C 2.4899 -0.9571 3.6198 -0.014 -0.033 0.019 -0.576
C 2.3001 1.2406 -1.5557 0.038 0.056 -0.046 -0.531
H 1.4656 1.7653 -1.0902 0.112 0.055 0.134 0.345
H 1.9064 -2.6966 4.7353 0.001 0.002 0.003 0.461
H 3.5585 1.5692 2.9854 0.005 -0.003 -0.002 0.459
H -0.4990 -2.4580 4.2294 0.004 0.006 0.010 0.341
H 2.6778 0.4434 -0.9160 -0.008 0.167 0.156 0.486
Cl -3.8913 2.9797 0.5108 -0.012 0.034 -0.025 -0.067
C 4.0457 4.3254 -2.9185 -0.052 0.002 -0.005 -0.736
H -2.0809 -1.6844 5.7166 -0.003 0.002 0.002 0.345
C -1.3468 -2.5485 -2.1148 0.007 -0.009 -0.100 0.314
H -2.3861 0.0532 5.6831 -0.010 0.001 0.002 0.328
C 2.0345 0.0698 2.8220 -0.042 -0.018 -0.055 0.397
S -0.2103 -1.3438 -1.5904 0.102 -0.056 -0.092 0.892
H -4.3705 0.4532 1.9542 -0.007 -0.009 -0.006 0.221
H 3.6589 0.6023 1.5242 0.010 0.006 0.002 0.302
O -3.3082 -0.4096 -0.0927 -0.035 0.063 0.018 -0.486
H -3.7275 -1.0820 5.8070 0.003 0.003 0.001 0.388
C -2.7544 -0.9156 5.3380 0.001 -0.033 0.041 -1.093
C 3.3759 2.1643 -2.1077 -0.292 -0.167 0.485 -0.034
H 3.5432 -1.0468 3.8434 -0.001 -0.005 0.003 0.446
H 0.9200 0.8886 -5.3835 -0.014 0.038 -0.025 0.457
C 4.6822 1.7088 -2.2359 0.142 -0.009 -0.080 -0.229
C 1.5632 -1.8722 4.1234 0.044 0.013 -0.012 -0.610
C -3.3384 -2.6369 2.8519 -0.034 -0.035 -0.024 -0.705
H -0.2229 -3.9009 -3.3736 -0.002 0.009 -0.008 0.498
C -2.3200 -4.3949 -3.1948 -0.006 -0.005 0.003 -0.677
H 2.0437 3.8421 -2.3271 0.007 0.000 0.029 0.425
N -1.0866 -0.5377 -0.6147 0.167 0.071 -0.253 0.098
O 0.0461 -0.4982 -2.9468 -0.228 -0.071 0.612 -0.378
H 6.1198 4.5331 -3.4223 0.001 0.002 -0.001 0.434
C -3.5491 -4.0524 -2.6354 0.005 0.000 0.003 -0.617
C -2.5612 -2.1924 -1.5451 -0.009 0.006 0.008 0.292
C -4.3052 0.2759 3.0273 -0.012 0.017 -0.020 -0.807
H 6.6866 2.2083 -2.8033 0.001 0.006 -0.005 0.434
H -4.4140 -4.6645 -2.8520 0.001 -0.002 0.000 0.435
C 3.0581 3.4761 -2.4439 0.021 0.090 -0.098 -0.173
H -4.1619 1.2324 3.5372 0.008 0.002 -0.011 0.198
N -1.4800 -0.3249 2.7242 0.114 -0.009 0.105 -0.051
Si -2.9599 -0.9240 3.4869 0.026 0.046 -0.007 -0.202
C 2.9623 1.0818 2.2145 -0.013 -0.004 0.010 -1.461
As 1.6173 0.3511 -3.0999 0.418 -0.045 -1.155 1.035
O 1.1038 -1.7108 -1.1501 -0.033 -0.042 0.001 -0.663
H -3.3249 -2.6595 1.7594 -0.011 -0.003 0.002 0.072
C 5.6686 2.5621 -2.7141 -0.021 -0.086 0.019 -0.843
C -3.6880 -2.9448 -1.8025 -0.005 -0.016 0.007 -0.535
H 2.0631 2.1215 -4.7706 0.009 -0.030 -0.002 0.437
H -3.6795 5.1627 1.3587 -0.003 0.005 0.007 0.347
H -5.2702 -0.1224 3.3497 0.002 0.017 0.019 0.390
C 2.8332 -0.9284 -3.8128 -0.041 -0.150 0.123 -1.218
C 0.2192 -1.7449 3.8535 -0.030 0.013 0.011 -0.486
H -4.3332 -2.9522 3.1750 0.009 -0.008 0.012 0.378
N 0.7224 0.1969 2.5650 0.075 -0.038 -0.063 -0.188
H 3.7996 5.3482 -3.1694 0.007 0.000 -0.003 0.443
C -1.1812 -3.6357 -2.9488 -0.005 -0.013 0.051 -0.623
H 2.9360 -1.7758 -3.1391 0.008 0.028 0.028 0.397
```
Positions in Å, forces in eV/Å.

Computed properties:
* max |F|: 1.23 eV/A
* frontier orbital gap: 0.2477 Eh
* charge: +2
* ΔE to the lowest compared entry with this formula, charge and spin: 0.216 eV

Entry 2:
Molecular formula: C26H34BKN8O2P
Method: DFT, ωB97M-V/def2-TZVPD

```
73
Properties=species:S:1:pos:R:3:forces:R:3:mulliken_charge:R:1
H -4.5839 -1.6399 1.8468 -0.025 0.016 0.004 0.333
H 1.5298 -1.3604 5.2857 0.009 0.011 0.014 0.412
C 1.4168 -0.6132 4.4978 0.029 -0.014 -0.014 -0.731
H 0.5265 5.1138 -2.5036 0.010 0.019 0.011 0.421
H 4.1804 -1.0533 2.3552 0.014 0.003 -0.016 0.277
O 2.2724 -1.8956 -1.0184 0.176 -0.214 0.112 -1.010
H -2.2498 -1.8846 1.3721 0.011 0.028 0.025 0.535
H 6.6583 -0.8683 -3.5894 0.004 0.000 0.012 0.407
P -1.8247 0.2740 0.2616 0.522 -0.315 -0.187 1.002
H -1.2940 2.0286 1.8262 0.005 -0.007 0.016 0.487
N -1.4912 0.4528 -3.1869 0.206 0.048 -0.085 -0.477
C -3.9471 2.0111 1.8448 -0.021 -0.006 0.011 -0.973
H -5.8664 0.2785 1.4246 0.003 -0.021 0.011 0.351
C 2.8549 -2.4181 1.6879 -0.185 -0.113 0.072 -0.087
H -2.9473 -0.7515 3.4131 -0.014 -0.028 -0.014 0.332
N 0.2905 2.5502 -0.5591 0.003 -0.021 -0.276 -0.277
H 6.6410 -0.7349 -1.1422 0.009 -0.002 -0.008 0.332
C 1.9606 -2.1080 2.7269 0.146 -0.026 -0.202 0.892
C 5.7532 -1.0475 -1.6800 0.023 -0.003 -0.036 -0.772
C 5.7688 -1.1202 -3.0303 0.133 0.045 0.013 -0.732
H 1.0914 1.6531 -3.2246 -0.125 0.270 -0.235 -0.401
C -3.1226 1.3687 -4.4476 0.037 0.068 0.033 -0.659
H 4.6161 -1.5888 -4.7996 -0.009 -0.003 -0.007 0.411
C 0.5040 4.4785 -1.6350 -0.010 0.028 0.227 -0.248
H -3.0772 -0.7685 -3.7849 0.006 -0.007 -0.008 0.466
K 0.7514 -0.1350 -1.8169 -0.228 0.039 0.260 0.845
C 0.7984 -4.1641 2.3086 -0.011 -0.021 0.014 -0.790
H 1.7644 0.3542 4.8471 0.016 -0.018 0.041 0.257
N -4.3389 1.3964 0.5797 -0.007 -0.027 -0.020 0.200
H -3.4664 2.9664 1.6445 0.012 -0.008 -0.004 0.399
C -2.1538 2.3149 -4.1772 -0.085 -0.052 -0.035 -0.309
C 4.6893 -1.2082 0.4545 0.006 0.027 -0.028 -0.306
N -3.0317 1.1642 2.6120 0.011 0.046 0.005 0.153
H -5.2248 -0.3475 -0.1237 0.014 -0.031 0.017 0.389
H 3.4587 -3.8652 0.2439 0.010 0.014 -0.062 0.526
C 4.5932 -1.5280 -3.7185 -0.162 -0.052 -0.006 -0.366
H 0.0038 -4.8534 2.5633 -0.001 0.003 -0.003 0.449
H 0.9523 5.7041 0.1532 0.001 0.008 0.005 0.415
H 0.6758 3.2720 1.3685 0.026 -0.001 0.002 0.537
C 3.4451 -1.8302 -3.0574 0.150 -0.047 0.002 -0.798
C -2.6418 0.2197 -3.8140 -0.078 -0.073 0.224 -0.646
C 0.5768 3.5130 0.3196 -0.103 -0.133 0.165 -0.481
H -2.8288 2.3023 -0.5710 0.003 0.000 0.006 0.413
H 0.3599 -0.5351 4.2283 0.003 -0.007 -0.029 0.099
C 1.6945 -4.4821 1.3065 0.022 -0.020 -0.028 -0.960
N -1.1881 1.7515 -3.4289 -0.143 0.210 -0.146 0.252
C -4.9731 0.1510 0.8116 -0.002 0.086 -0.037 -0.848
H -2.0651 3.3406 -4.4928 -0.007 0.002 -0.013 0.467
C -1.7268 1.0344 1.9466 -0.040 0.115 -0.053 -0.187
O 2.2146 -0.9339 3.3706 -0.079 0.050 0.029 -0.448
H -3.5601 0.9114 -1.3318 -0.022 -0.028 0.019 0.483
H -4.8433 2.1869 2.4435 0.003 0.001 -0.004 0.302
C 3.3602 -1.7438 -1.6204 0.109 -0.068 0.181 0.788
C -2.8514 -1.1917 0.7813 -0.235 0.084 0.036 -1.084
C -3.6344 -0.0874 2.8890 -0.008 0.028 0.067 -0.764
H 0.3084 3.3104 -3.9885 0.021 0.095 -0.016 -0.205
H -4.0134 1.4839 -5.0391 -0.008 0.005 -0.004 0.412
H 0.2546 -2.7669 3.8474 -0.004 -0.006 -0.009 0.484
H -3.2129 -1.7236 -0.0999 0.005 0.012 -0.014 0.446
H -4.5469 0.0450 3.4721 -0.007 -0.018 -0.007 0.389
B 0.1839 2.4619 -3.1544 0.017 -0.311 0.151 0.642
C 2.7317 -3.6103 0.9998 -0.009 0.088 0.063 -0.078
N 0.2487 3.1673 -1.7654 -0.016 0.128 -0.176 0.321
H 5.5799 -0.6741 0.7725 0.006 -0.017 0.021 0.358
C -3.2179 1.3018 -0.3712 -0.030 0.141 0.033 -1.016
C 0.9303 -2.9799 3.0307 -0.038 0.013 0.066 -0.529
H 1.6045 -5.4145 0.7673 -0.005 0.001 -0.003 0.418
N 3.9154 -1.5114 1.4939 0.078 0.097 0.043 0.013
H 2.5550 -2.1486 -3.5866 0.002 0.007 -0.011 0.549
C 4.5860 -1.3893 -0.9180 -0.110 -0.057 -0.068 0.819
N -4.0551 -0.8032 1.6004 0.046 -0.030 -0.072 0.046
C 0.7194 4.7561 -0.2981 -0.030 -0.008 -0.082 -0.969
H -1.0420 0.4612 2.5762 -0.047 -0.026 0.008 -0.376
```
Positions in Å, forces in eV/Å.

Computed properties:
* max |F|: 0.64 eV/A
* frontier orbital gap: 0.2713 Eh
* charge: +1
* ΔE to the lowest compared entry with this formula, charge and spin: 1.449 eV

Listing HOMO level for the structures above in their given order: -12.64 -10.09 eV.